# CH5PS

The molecule CH5PS (ωB97M-V with the def2-TZVPD basis set, the Open Molecules 2025 dataset).

Calculated values
Charge = 0
DFT total energy = -21241.27556 eV
HOMO-LUMO gap = 10.3 eV

Cartesian coordinates (Å):
C 0.50859 0.78069 -0.65413
S -0.92933 0.85046 0.45284
P -1.14321 -1.02816 1.30525
H 0.41876 0.28514 -1.67272
H 0.69183 1.93735 -0.90174
H 1.39829 0.47755 -0.20876
H 0.20378 -1.45144 1.40791
H -1.14870 -1.85159 0.27135

Computed natural (NBO) charges, given in elementary charges: -0.75, -0.05, 0.21, 0.23, 0.23, 0.21, -0.03, -0.05

***

# C25H22CrO6

A structure of composition C25H22CrO6 (ωB97M-V with the def2-TZVPD basis set, the Open Molecules 2025 dataset).

Calculated values
<S²> = 3.81
Charge = +1
Spin multiplicity = 4
DFT total energy = -66976.03080 eV
HOMO-LUMO gap (spin up / spin down) = 6.6 / 5.4 eV

Cartesian coordinates (Å):
C 5.28814 2.12810 0.85966
C 4.21223 1.69903 -0.11562
O 2.92535 2.21225 0.23202
C 1.86357 1.68738 -0.51013
C 0.55702 2.45125 -0.22491
C 0.71550 3.62814 0.66894
C -0.29076 2.65801 -1.47743
C -1.39448 3.72504 -1.40469
O -0.18954 2.00834 -2.54073
O 1.94790 0.73918 -1.25377
H 6.20662 1.62941 0.57523
H 5.48205 3.18975 0.82622
H 5.04529 1.83605 1.87076
H 4.46564 2.05666 -1.13730
H 4.14346 0.58997 -0.14467
H 1.75749 3.68090 1.04334
H 0.45887 4.52372 0.04635
H 0.08197 3.62525 1.58539
H -1.28125 4.47764 -0.59466
H -1.39139 4.23433 -2.39209
H -2.39142 3.23457 -1.28439
O -2.08434 -6.23147 0.27328
C -2.13785 -5.29669 -0.34568
Cr -2.51965 -3.66856 -1.29446
C -2.77095 -2.89322 0.41348
O -3.00386 -2.55642 1.49965
C -4.30057 -4.25744 -1.17027
O -5.38469 -4.70525 -0.94709
C -2.05521 -4.18102 -3.33613
C -0.87564 -4.11733 -2.61250
C -0.60733 -2.97589 -1.83412
C -1.40747 -1.81522 -1.91442
C -1.03931 -0.61567 -1.14787
C -0.80842 0.18513 -0.29286
C -0.56239 1.25010 0.59742
C -0.06554 0.88063 1.91468
C -0.14347 1.79083 2.99634
C 0.57698 1.54692 4.19266
C 1.28798 0.32768 4.34788
C 1.35725 -0.57658 3.24778
C 0.65672 -0.29896 2.08093
C -2.67188 -1.97889 -2.55147
C -2.95833 -3.12402 -3.32946
H -2.28130 -5.05772 -3.92898
H -0.18844 -4.95244 -2.57266
H 0.23203 -2.95039 -1.13997
H -1.24350 2.08785 0.59972
H -0.74212 2.69730 2.92976
H 0.48741 2.25194 5.05235
H 1.82268 0.11767 5.30484
H 1.88848 -1.53069 3.38804
H 0.66188 -1.01131 1.24337
H -3.42063 -1.17799 -2.43769
H -3.91079 -3.17786 -3.85411

Computed natural (NBO) charges, given in elementary charges: -0.62, -0.07, -0.53, 0.80, -0.18, -0.66, 0.58, -0.75, -0.52, -0.56, 0.22, 0.22, 0.22, 0.19, 0.19, 0.28, 0.23, 0.23, 0.23, 0.26, 0.24, -0.35, 0.60, -0.21, 0.60, -0.40, 0.69, -0.39, -0.21, -0.20, -0.25, 0.05, -0.11, 0.21, -0.32, -0.09, -0.19, -0.21, -0.19, -0.22, -0.15, -0.25, -0.15, 0.27, 0.27, 0.28, 0.26, 0.21, 0.23, 0.23, 0.22, 0.20, 0.28, 0.27

***

# C3H11N

A cluster of 2 separate species, C3H11N in total (ωB97M-V with the def2-TZVPD basis set, the Open Molecules 2025 dataset).

Calculated values
Charge = 0
DFT total energy = -4778.54382 eV
HOMO-LUMO gap = 10.0 eV

Cartesian coordinates (Å):
C -1.24792 1.30000 1.84543
C 0.13962 1.46780 2.43586
H -2.09644 1.43492 2.49014
H -1.45958 0.33088 1.29593
H -1.47533 2.14355 1.15088
H 0.72610 2.18688 1.87445
H 0.02474 1.70651 3.50342
H 0.67360 0.49844 2.44510
C 0.46361 -2.01362 -2.03036
N 0.71894 -1.13767 -3.19245
H 1.04926 -1.63650 -1.17831
H 1.09034 -2.88735 -2.23228
H -0.61200 -2.12216 -1.97394
H 0.29139 -0.22560 -3.04885
H 1.71366 -1.04608 -3.38501

Computed natural (NBO) charges, given in elementary charges: -0.62, -0.62, 0.21, 0.21, 0.20, 0.21, 0.21, 0.21, -0.42, -0.84, 0.17, 0.19, 0.21, 0.35, 0.35

***

# C16H43ClCrO6Si2

A structure of composition C16H43ClCrO6Si2 (ωB97M-V with the def2-TZVPD basis set, the Open Molecules 2025 dataset).

Calculated values
<S²> = 6.07
Charge = 0
Spin multiplicity = 5
DFT total energy = -86265.82607 eV
HOMO-LUMO gap (spin up / spin down) = 8.2 / 8.3 eV

Cartesian coordinates (Å):
O -0.04181 0.97936 -2.70975
O -0.53041 -1.35018 -5.82473
C -0.78669 2.21508 -2.72104
C -0.26622 3.28590 -1.81041
H -1.81573 1.92316 -2.45188
H -0.75647 2.58896 -3.75709
H -0.07631 2.90195 -0.81446
H -1.01693 4.07708 -1.79775
H 0.64191 3.75034 -2.20287
C 1.38736 1.09097 -2.45985
C 2.17538 1.31643 -3.73054
H 1.68053 0.14930 -1.96807
H 1.60046 1.88853 -1.72484
H 1.95001 0.54558 -4.47391
H 3.24163 1.27167 -3.48162
H 1.95788 2.31564 -4.12844
C 0.09471 -2.60759 -6.18094
C -0.74291 -0.45757 -6.92866
C 1.58373 -2.61027 -5.91666
H -0.09046 -2.83721 -7.24328
H -0.39347 -3.36021 -5.54634
H 2.11827 -1.89758 -6.55645
H 1.94775 -3.61865 -6.14019
H 1.81056 -2.38682 -4.87025
C 0.51142 -0.13134 -7.70733
H -1.15730 0.43924 -6.45011
H -1.49968 -0.88458 -7.61043
H 1.32169 0.23253 -7.06645
H 0.25981 0.66580 -8.41580
H 0.87206 -0.99477 -8.28226
H -1.40049 -0.72535 -3.58586
Cr -0.97723 -0.80282 -0.33862
C -1.95414 -1.61985 -3.21209
Si -3.47335 -2.10070 -4.23245
H -1.24729 -2.45376 -3.23923
H -2.24933 -1.44740 -2.16425
C -4.23170 -0.57742 -5.02983
C -4.77360 -2.93429 -3.13585
C -3.25297 -3.31890 -5.66093
C -2.50360 0.53824 0.03782
Si -3.08122 0.17922 1.78655
H -3.33695 0.53721 -0.69796
H -2.08596 1.56746 0.03724
C -4.53540 -0.99131 1.72522
C -3.60950 1.76154 2.64362
C -1.73106 -0.56806 2.83160
H -4.17707 -3.36255 -6.26200
H -3.05755 -4.33063 -5.28153
H -2.43634 -3.05300 -6.34251
H -4.60638 0.12037 -4.27028
H -5.07660 -0.87925 -5.66711
H -3.50208 -0.05000 -5.65906
H -4.80469 -2.48207 -2.13735
H -4.53887 -4.00227 -3.01323
H -5.78175 -2.86498 -3.57463
H -3.97953 2.52730 1.95031
H -2.78013 2.17967 3.22739
H -4.42227 1.49551 3.33326
H -0.84890 0.07911 2.89811
H -1.40665 -1.55316 2.45466
H -2.13449 -0.69502 3.85012
H -5.09860 -0.91323 2.66442
H -4.18172 -2.02453 1.60547
H -5.20431 -0.73781 0.89080
O 2.51830 0.77026 0.46668
Cl 1.29210 0.13569 0.86090
O 1.20966 -0.00287 2.29205
O 0.11913 0.93378 0.38966
O 1.08901 -1.19625 0.19093

Computed natural (NBO) charges, given in elementary charges: -0.59, -0.56, -0.06, -0.66, 0.19, 0.16, 0.23, 0.22, 0.20, -0.07, -0.64, 0.18, 0.19, 0.21, 0.22, 0.20, -0.07, -0.06, -0.63, 0.17, 0.19, 0.21, 0.21, 0.21, -0.65, 0.19, 0.16, 0.21, 0.22, 0.21, 0.29, 1.36, -1.12, 1.64, 0.23, 0.16, -1.11, -1.11, -1.11, -1.39, 1.61, 0.22, 0.23, -1.12, -1.11, -1.14, 0.24, 0.23, 0.23, 0.23, 0.23, 0.23, 0.23, 0.23, 0.24, 0.24, 0.24, 0.23, 0.26, 0.21, 0.25, 0.24, 0.23, 0.24, -0.76, 2.48, -0.77, -0.86, -0.90

***

Question: Number 2 is which compound?
Answer: C25H22CrO6